{"formula": "C3H5NO2S", "method": "ωB97M-V with the def2-TZVPD basis set", "smiles": "O=C1OCCN1S", "total_energy_ev": -19610.2695, "relative_energy_kcal_mol": 51.7, "mol_weight_g_mol": 119.145, "lumo_energy_ev": 0.7, "e_homo_ev": -9.079, "species": ["O", "C", "O", "C", "C", "N", "S", "H", "H", "H", "H", "H"], "coordinates": [[1.62, 1.95, -0.65], [1.06, 1.02, -0.22], [1.41, 0.23, 0.74], [0.31, -0.53, 1.27], [-0.80, -0.47, 0.30], [-0.56, 0.61, -0.69], [-0.25, -0.05, -2.23], [0.06, -0.18, 2.30], [0.65, -1.65, 1.53], [-0.80, -1.48, -0.17], [-1.68, -0.21, 0.70], [-1.02, 0.76, -2.87]], "mulliken_charge": [-0.44, 0.63, -0.29, -0.21, -0.49, -0.29, -0.16, 0.22, 0.24, 0.29, 0.37, 0.14]}